# C33H56Cl4N3O5

A cluster of 3 separate species, C33H56Cl4N3O5 in total at a distorted geometry (wB97M-V/def2-TZVPD, OMol25).

Properties
HOMO energy   -11.4241 eV
HOMO-LUMO gap   8.35 eV
Total charge   +1
Energy   -99910.0085 eV
Maximum force   0.10423 Eh/bohr
Molecular weight   716.64 g/mol

Atoms and positions in Å:
C  1.73977  0.40147  4.63047
C  1.54113  -1.15049  4.20521
C  0.02947  -1.69844  4.50435
C  -0.86480  -1.15567  3.24135
C  -0.73077  -2.24184  2.09822
C  -1.51437  -2.18877  0.73825
C  -2.36179  -0.98687  0.18540
C  -2.90385  0.17471  1.14466
C  -1.93354  1.44230  1.31193
O  -2.74033  2.63860  1.02594
C  -3.54895  2.94632  2.17746
O  -3.02235  3.57742  3.14473
C  -5.06800  2.53595  2.35136
C  -5.68395  2.57122  3.80318
C  -7.17568  2.18704  4.07444
C  -8.15145  1.74365  2.91610
C  -7.52355  1.73062  1.48231
C  -6.03723  2.12364  1.21089
N  -0.63723  1.39179  0.59572
C  0.08346  2.68500  0.83776
N  0.36908  2.93948  2.30191
C  -0.68578  0.95085  -0.85234
C  0.79266  0.53635  -1.41332
C  1.44860  -0.75542  -0.71493
C  1.72228  -1.99604  -1.74247
C  1.64339  -3.43648  -0.99917
N  2.50119  -4.38465  -1.80468
C  2.22889  -5.79679  -1.46015
C  0.79323  -6.50046  -1.42269
O  3.23726  -6.52808  -1.20439
C  -1.16261  2.15989  -1.85392
C  -0.02907  3.09769  -2.44049
O  -0.54255  4.32301  -3.03885
C  0.46183  5.31883  -2.71901
O  0.31050  5.88105  -1.59487
C  -1.79444  -0.19976  -1.14007
C  -1.50898  -1.14106  -2.39410
H  1.73024  1.03014  3.65793
H  2.78113  0.53631  5.10141
H  0.88184  0.71260  5.31469
H  1.79635  -1.19744  3.07439
H  2.33617  -1.82080  4.71101
H  -0.28541  -1.23593  5.49760
H  0.11623  -2.83648  4.50658
H  -1.94775  -1.14913  3.65363
H  -0.45290  -0.11237  3.02934
H  -0.96035  -3.25582  2.61812
H  0.40839  -2.33470  1.88121
H  -0.73638  -2.43386  -0.09265
H  -2.18672  -3.13804  0.70419
H  -3.34454  -1.44872  -0.24302
H  -3.23440  -0.22675  2.17831
H  -3.88669  0.56276  0.66990
H  -1.75205  1.50781  2.45576
H  -5.05864  2.87953  4.71921
H  -7.65277  2.22340  5.11732
H  -9.25129  1.47873  3.12733
H  -8.22867  1.40535  0.63624
H  -5.68077  2.06208  0.13070
H  -0.06059  0.65537  1.07300
H  1.13263  2.73521  0.35216
H  -0.46017  3.61178  0.40755
H  -0.23690  3.73424  2.60180
H  1.32843  3.33924  2.36517
H  0.80268  0.35914  -2.54127
H  1.57703  1.36954  -1.23149
H  2.51512  -0.49459  -0.33689
H  0.88004  -1.06245  0.22389
H  2.82518  -1.91019  -2.08898
H  1.09817  -1.93627  -2.69497
H  1.98236  -3.38806  0.09934
H  0.56304  -3.80349  -1.09115
H  2.19984  -4.23137  -2.78101
H  0.80175  -7.59875  -1.73487
H  0.39880  -6.38551  -0.34072
H  0.04102  -5.92540  -2.08764
H  -1.98314  2.81351  -1.40322
H  -1.65126  1.64115  -2.76833
H  0.50288  2.51913  -3.29470
H  0.81884  3.38071  -1.70970
H  1.35282  5.56838  -3.40565
H  -2.75431  0.38348  -1.44710
H  -2.54696  -1.42478  -2.82796
H  -0.98441  -2.12727  -2.18435
H  -0.98639  -0.58350  -3.26077
Cl  1.66390  4.83479  -5.75955
C  3.43467  4.75785  -5.57053
C  3.99735  3.41936  -6.00272
Cl  3.51687  2.10146  -4.90269
H  3.67383  4.97599  -4.52781
H  3.85366  5.55405  -6.18882
H  5.08851  3.45596  -5.99481
H  3.67336  3.15385  -7.01054
Cl  5.10130  -2.32159  -0.56343
C  5.90994  -3.90086  -0.74067
C  7.40918  -3.80032  -0.54703
Cl  8.20027  -2.90539  -1.86894
H  5.65725  -4.30096  -1.72374
H  5.48159  -4.56195  0.01496
H  7.84844  -4.79978  -0.53454
H  7.66081  -3.30642  0.39337



# C33H56ClF6NO8

A cluster of 3 separate species, C33H56ClF6NO8 in total at a distorted geometry (wB97M-V/def2-TZVPD, OMol25).

Properties
SMILES   C#CC[C@@](COCCC)(CC(=O)Cl)O[C@H](COCCCCCCCCC)NCCCC.CCOC(=O)C(F)(F)F.CCOC(=O)C(F)(F)F
HOMO energy   -8.6852 eV
HOMO-LUMO gap   9.13 eV
Energy   -81824.5547 eV
Maximum force   0.04111 Eh/bohr
Molecular weight   744.25 g/mol

Atoms and positions in Å:
C  3.55139  -3.44882  2.01655
C  2.40970  -3.23646  2.22910
C  0.98611  -3.02312  2.41559
C  0.45443  -1.66822  1.90654
C  -1.09135  -1.82843  1.83644
O  -1.53791  -2.51857  0.69515
C  -2.88127  -2.16331  0.38997
C  -3.62289  -3.29123  -0.29141
C  -3.31501  -3.50189  -1.79218
C  0.66285  -0.52739  2.93340
C  1.85307  -0.64047  3.84813
O  1.98272  -1.41282  4.72620
Cl  3.11779  0.61060  3.60196
O  0.90433  -1.39172  0.60887
C  2.12965  -0.68818  0.46243
C  1.86591  0.73867  -0.02297
O  2.85338  1.58266  0.52388
C  2.97622  2.87566  -0.06854
C  2.36110  3.98362  0.78834
C  0.99284  4.50885  0.31111
C  -0.16808  3.99610  1.15233
C  -1.59301  4.34721  0.65501
C  -1.69329  5.21417  -0.59527
C  -1.51473  4.49355  -1.96070
C  -1.34636  2.97593  -1.90320
C  -2.69185  2.23385  -1.79419
N  2.87431  -1.41341  -0.54885
C  4.15776  -0.80878  -0.88609
C  5.20583  -0.77282  0.23382
C  6.56064  -0.34936  -0.30265
C  6.56105  1.06725  -0.87547
H  4.59184  -3.58596  1.84446
H  0.42522  -3.80642  1.91100
H  0.73740  -3.10046  3.47195
H  -1.55283  -0.84346  1.89354
H  -1.38864  -2.40200  2.71723
H  -2.90554  -1.25612  -0.21256
H  -3.38661  -1.94358  1.33254
H  -4.67847  -3.04589  -0.20021
H  -3.42421  -4.21098  0.24837
H  -4.24650  -3.73238  -2.29967
H  -2.91325  -2.60511  -2.25271
H  -2.62622  -4.32745  -1.92324
H  -0.18859  -0.56572  3.61144
H  0.65507  0.45282  2.47129
H  2.70975  -0.67317  1.38526
H  0.85706  1.02201  0.27937
H  1.91156  0.72661  -1.11398
H  4.04531  3.05396  -0.16174
H  2.57090  2.86731  -1.07990
H  2.30182  3.63978  1.81695
H  3.05000  4.82595  0.78640
H  0.85734  4.21366  -0.72661
H  0.98018  5.59458  0.33054
H  -0.02931  4.39216  2.15693
H  -0.09522  2.91372  1.25686
H  -2.18117  3.44299  0.54537
H  -2.08088  4.90248  1.45533
H  -1.01087  6.05569  -0.53877
H  -2.68733  5.65806  -0.59296
H  -2.38557  4.69528  -2.57759
H  -0.66314  4.92787  -2.48015
H  -0.88540  2.67369  -2.84142
H  -0.66308  2.66591  -1.12062
H  -2.81014  1.55037  -2.63176
H  -2.77610  1.63800  -0.89332
H  -3.51919  2.93348  -1.85674
H  3.04753  -2.34595  -0.19066
H  4.02823  0.19474  -1.27987
H  4.58348  -1.39762  -1.70221
H  5.25471  -1.76913  0.66954
H  4.88409  -0.06273  0.99367
H  6.90313  -1.05386  -1.05914
H  7.29296  -0.38971  0.50170
H  7.56182  1.48758  -0.81743
H  6.26995  1.09147  -1.92086
H  5.91073  1.72537  -0.30460
C  -5.67396  -0.26581  6.40113
C  -6.47359  -0.11707  5.12579
O  -5.98329  0.97517  4.31771
C  -4.89934  0.73346  3.60788
O  -4.28524  -0.29000  3.54619
C  -4.52063  1.98848  2.79920
F  -4.53427  3.08026  3.56616
F  -5.38638  2.16748  1.79621
F  -3.30256  1.85042  2.28212
H  -5.67128  0.67051  6.95939
H  -6.11146  -1.04433  7.02432
H  -4.63998  -0.53466  6.19044
H  -7.50623  0.14110  5.34595
H  -6.47099  -1.03184  4.53496
C  -0.42545  -3.65013  -4.17733
C  1.02940  -3.44499  -4.52357
O  1.34289  -3.98957  -5.83101
C  0.99714  -3.25075  -6.86592
O  0.46882  -2.17936  -6.85323
C  1.42328  -3.95985  -8.16584
F  1.05920  -5.24583  -8.15853
F  2.75531  -3.90310  -8.29830
F  0.87187  -3.37189  -9.22049
H  -0.68567  -4.70753  -4.24927
H  -0.62510  -3.30341  -3.16461
H  -1.07056  -3.10366  -4.86519
H  1.66920  -3.98569  -3.83274
H  1.31177  -2.39837  -4.48574



# C33H56N3O21P3

A cluster of 8 separate species, C33H56N3O21P3 in total at a distorted geometry (wB97M-V/def2-TZVPD, OMol25).

Properties
HOMO energy   -7.5973 eV
HOMO-LUMO gap   6.86 eV
Energy   -110461.6126 eV
Maximum force   0.25652 Eh/bohr
Molecular weight   923.73 g/mol

Atoms and positions in Å:
C  -5.63925  -0.92537  2.88240
C  -4.29339  -0.81626  3.47043
N  -3.54137  -1.84324  3.23164
C  -3.64356  -3.09065  3.85253
C  -2.83500  -4.03123  3.36527
N  -2.01707  -3.35622  2.44166
C  -2.42729  -2.05502  2.39685
C  -0.90263  -3.96772  1.64777
H  -5.75303  -0.89984  1.79866
H  -6.23083  -0.10354  3.28578
H  -6.03904  -1.90394  3.14825
H  -4.38683  -0.68793  4.54881
H  -3.87364  0.12342  3.11138
H  -4.58620  -3.11660  4.37900
H  -2.56963  -5.04928  3.60928
H  -1.77323  -1.26851  2.05045
H  -1.22058  -4.93692  1.26350
H  -0.02069  -3.99269  2.28780
H  -0.60439  -3.27028  0.86501
N  -0.24418  0.30402  -0.51630
O  0.81996  0.66126  -0.87288
O  -1.11432  1.05502  -0.19013
O  -0.40206  -0.90329  -0.53319
C  -5.05941  -1.26875  -2.27418
C  -4.25206  -0.48586  -1.45050
C  -4.88982  0.41132  -0.56987
C  -6.28576  0.57694  -0.54957
C  -7.03953  -0.22655  -1.41553
C  -6.40178  -1.06780  -2.29817
O  -7.11647  -1.79132  -3.19257
O  -4.06900  1.09289  0.29528
H  -4.56889  -2.00239  -2.89674
H  -3.19477  -0.69251  -1.37421
H  -6.67163  1.42990  -0.01110
H  -8.08971  -0.09308  -1.62935
H  -7.05622  -2.73180  -3.00963
H  -3.14478  0.84497  0.21820
C  -1.09783  4.57975  2.72349
C  -0.87144  3.33426  2.25077
C  -1.19322  2.19347  3.05583
C  -1.77601  2.33687  4.33429
C  -1.95851  3.67492  4.80695
C  -1.62962  4.78708  3.94616
O  -1.89451  6.01222  4.46407
O  -1.09368  0.93660  2.50564
H  -0.84872  5.50805  2.23096
H  -0.43414  3.22553  1.26927
H  -1.99804  1.57474  5.06659
H  -2.27148  3.90901  5.81375
H  -2.05312  6.00868  5.41088
H  -1.15278  1.13070  1.56732
C  2.79483  0.51659  -3.61631
C  3.84830  1.00368  -4.30495
C  4.52255  0.21781  -5.25875
C  4.07519  -1.09754  -5.55110
C  2.96519  -1.58174  -4.82667
C  2.36255  -0.78322  -3.85794
O  1.24447  -1.18076  -3.18723
O  5.55818  0.88471  -5.94757
H  2.45482  1.15230  -2.81215
H  4.15824  2.01243  -4.07527
H  4.47339  -1.62597  -6.40469
H  2.39805  -2.47648  -5.03690
H  1.00377  -0.65559  -2.42050
H  5.88519  0.38938  -6.70209
C  -4.59779  2.38210  -5.26531
O  -3.32999  2.48953  -4.56760
P  -2.05305  2.97570  -5.46395
O  -2.36168  4.21999  -6.25356
O  -1.61569  1.57427  -6.22731
C  -1.43289  0.32119  -5.57454
O  -0.76747  3.10182  -4.44772
C  -0.86351  2.58759  -3.11749
H  -5.25796  3.10422  -4.78486
H  -5.21562  1.50418  -5.07651
H  -4.44790  2.62052  -6.31830
H  -0.44869  -0.11359  -5.40011
H  -1.79048  -0.44290  -6.26475
H  -2.07789  0.24763  -4.69894
H  -0.68032  1.51320  -3.10302
H  -1.88529  2.64068  -2.74167
H  -0.10532  3.07198  -2.50215
C  3.44343  1.95517  0.80217
O  4.68234  2.51899  1.24850
P  5.61719  1.92807  2.48949
O  6.60175  2.79212  3.10241
O  6.26861  0.52262  1.93232
C  7.33909  -0.15625  2.49120
O  4.54969  1.41939  3.56377
C  3.62390  2.18761  4.26549
H  3.46634  1.68947  -0.25470
H  2.68193  2.73479  0.78238
H  3.10995  1.02713  1.26656
H  7.83120  0.49561  3.21302
H  8.06377  -0.38506  1.70980
H  6.99129  -1.07280  2.96772
H  3.74046  2.33804  5.33874
H  2.66017  1.69009  4.15686
H  3.40472  3.09326  3.69993
C  3.14240  -2.79073  -0.51828
O  3.06489  -3.73128  0.56232
P  4.03051  -3.47147  1.84249
O  3.73142  -4.30908  3.01627
O  5.47068  -3.78197  1.18647
C  5.95956  -5.05716  0.91500
O  4.04821  -1.90567  2.23217
C  3.10515  -1.46230  3.11382
H  3.37994  -3.40807  -1.38464
H  3.90344  -2.01313  -0.45289
H  2.17494  -2.29103  -0.56737
H  5.60169  -5.19062  -0.10589
H  5.39836  -5.87759  1.36226
H  7.03106  -5.23959  0.99695
H  2.37835  -0.85029  2.57969
H  3.53724  -0.81278  3.87509
H  2.56437  -2.29218  3.56875



# C33H57BrF4N2O2PS3Si4TeY

A structure of composition C33H57BrF4N2O2PS3Si4TeY at a distorted geometry (wB97M-V/def2-TZVPD, OMol25).

Properties
HOMO energy   -1.8178 eV
HOMO-LUMO gap   5.67 eV
Total charge   -2
Energy   -204785.9676 eV
Maximum force   0.02784 Eh/bohr
Molecular weight   1125.75 g/mol

Atoms and positions in Å:
Y  -0.35712  0.08645  0.21860
C  2.11259  -2.50204  1.30242
N  1.20433  -2.43824  0.16572
C  1.92246  -2.71103  -1.06926
C  0.11965  -3.39575  0.31480
C  -0.81382  -3.09480  1.49497
N  -0.78481  -1.68838  1.86349
C  -1.20813  -1.40218  3.11108
C  -0.82826  -0.16257  3.67292
F  -0.07359  0.64504  2.89030
C  -1.13682  0.23338  4.94586
F  -0.68341  1.42605  5.38723
C  -1.87884  -0.57267  5.79949
C  -2.28002  -1.78348  5.27991
F  -3.03231  -2.61848  6.04620
C  -1.97116  -2.19560  3.99698
F  -2.49623  -3.38550  3.59320
H  2.61014  -3.48718  1.35062
H  1.55920  -2.33280  2.22397
H  2.86776  -1.72237  1.21787
H  2.33211  -3.73728  -1.07340
H  2.74665  -2.00679  -1.18092
H  1.24973  -2.58633  -1.91805
H  0.53261  -4.41636  0.43081
H  -0.44463  -3.37979  -0.61783
H  -0.50896  -3.71233  2.35105
H  -1.81624  -3.43811  1.21276
H  -2.13377  -0.26265  6.80053
S  -3.13782  4.09465  1.02609
C  -2.17001  2.73092  0.90681
S  -2.83001  1.12225  0.85615
S  -0.44338  2.82439  0.78035
C  -3.28195  2.30012  -2.73958
C  -1.99270  3.11252  -2.62777
P  -0.49117  2.07516  -2.34408
C  -0.22794  1.41500  -4.06836
C  0.31034  2.35055  -5.14993
C  0.87398  3.33689  -2.23878
C  0.59059  4.76342  -2.70360
H  -4.13797  2.96828  -2.86033
H  -3.44456  1.70420  -1.84004
H  -3.25963  1.61762  -3.59393
H  -2.06726  3.78602  -1.76974
H  -1.85210  3.72460  -3.52468
H  -1.19858  1.02079  -4.37935
H  0.42351  0.54310  -3.96076
H  -0.35922  3.19517  -5.32480
H  0.41356  1.81596  -6.09914
H  1.29131  2.75379  -4.89509
H  1.72576  2.91886  -2.78459
H  1.16707  3.37369  -1.18906
H  0.28280  4.81323  -3.74810
H  1.49066  5.37572  -2.59281
H  -0.19239  5.21923  -2.09728
Br  4.12428  1.85118  1.97697
C  4.47753  1.84632  0.11662
C  5.66598  2.45166  -0.28028
C  6.01787  2.49432  -1.61941
C  5.18033  1.92172  -2.56802
C  3.99874  1.32984  -2.15549
C  3.62125  1.28813  -0.81218
C  2.29060  0.64595  -0.48362
O  1.95213  0.47608  0.71418
O  1.57176  0.28351  -1.44300
H  6.30539  2.89109  0.47245
H  6.94235  2.97505  -1.91586
H  5.43843  1.94772  -3.61904
H  3.31857  0.87854  -2.86518
C  -5.70505  -0.77466  -0.67707
Si  -5.16540  -2.55588  -0.61631
C  -4.80984  -3.01696  1.15786
C  -6.62186  -3.60988  -1.20297
Si  -3.35209  -2.96128  -2.03240
Te  -1.58382  -1.23633  -2.06960
Si  -2.69475  -5.20979  -1.89785
C  -1.17541  -5.48083  -2.97216
C  -4.02542  -6.36707  -2.58323
C  -2.32831  -5.95075  -0.20787
Si  -4.20707  -2.69282  -4.20276
C  -5.35050  -4.04653  -4.87143
C  -2.82892  -2.52583  -5.46798
C  -5.19735  -1.09520  -4.25269
H  -6.62061  -0.64038  -0.09233
H  -5.89812  -0.44841  -1.70018
H  -4.93985  -0.11608  -0.26549
H  -5.70971  -2.88469  1.76594
H  -4.03160  -2.37410  1.57100
H  -4.47417  -4.05080  1.26283
H  -7.49855  -3.41740  -0.57699
H  -6.39553  -4.67736  -1.14995
H  -6.88611  -3.37799  -2.23734
H  -1.38274  -5.20064  -4.00794
H  -0.87289  -6.53252  -2.95043
H  -0.33598  -4.86843  -2.63393
H  -4.21683  -6.20211  -3.64004
H  -4.97439  -6.24978  -2.05591
H  -3.69081  -7.40093  -2.44919
H  -1.47183  -5.49594  0.28633
H  -2.12165  -7.01755  -0.34131
H  -3.18272  -5.85202  0.46539
H  -4.77836  -4.89145  -5.25749
H  -5.94724  -3.63792  -5.69303
H  -6.03508  -4.42823  -4.11232
H  -2.27673  -3.46163  -5.58740
H  -2.11605  -1.76361  -5.14785
H  -3.24397  -2.24017  -6.43970
H  -6.17397  -1.21049  -3.77657
H  -5.35272  -0.77433  -5.28739
H  -4.66123  -0.30320  -3.72460